16
Properties=species:S:1:pos:R:3:forces:R:3:mulliken_charge:R:1 method="wB97M-V/def2-TZVPD" smiles=C[C@@H]1OC[C@@H]1C
C 1.53537 0.84501 -0.51411 0.00 0.02 -0.05 -1.36
C 0.92681 -0.05616 0.54116 0.14 0.34 0.09 0.35
O 1.06567 -1.44874 0.19748 0.14 -0.10 0.03 -0.43
C -0.35520 -1.61871 0.12183 -0.32 -0.18 -0.05 -0.53
C -0.61426 -0.18704 0.61406 -0.06 0.01 0.05 0.29
C -1.49384 0.70651 -0.24280 0.01 0.03 -0.05 -1.49
H 2.62794 0.79818 -0.46181 -0.16 -0.01 -0.02 0.37
H 1.22824 1.88704 -0.37250 0.05 -0.12 0.04 0.30
H 1.23034 0.52626 -1.51454 0.00 0.04 0.09 0.30
H 1.39552 0.14668 1.51301 -0.07 -0.04 -0.09 0.28
H -0.68677 -1.80648 -0.90965 0.04 0.02 0.13 0.25
H -0.70705 -2.43428 0.76512 0.05 0.12 -0.09 0.27
H -0.96402 -0.16473 1.65171 0.07 -0.02 -0.16 0.34
H -1.46873 1.74702 0.10099 0.00 -0.15 -0.03 0.33
H -2.53526 0.36771 -0.19618 0.14 0.05 -0.02 0.39
H -1.18476 0.69174 -1.29376 -0.04 -0.01 0.15 0.32

---

16
Properties=species:S:1:pos:R:3:forces:R:3:mulliken_charge:R:1 method="wB97M-V/def2-TZVPD" smiles="C=CC.CC=O"
C -0.11414 -0.72346 1.16896 -0.83 0.12 0.62 -0.86
C -1.09912 -0.19160 0.44924 -0.25 -0.31 0.87 -0.15
C -1.50718 1.24365 0.59239 -0.04 0.11 0.04 -1.07
H -0.00792 -1.79076 1.28366 0.22 -0.06 -0.18 0.41
H 0.57719 -0.09044 1.72076 -0.23 -0.12 0.16 0.30
H -1.71560 -0.82508 -0.19198 -0.01 0.02 0.31 0.36
H -0.65704 1.90755 0.78556 -0.10 -0.15 -0.04 0.33
H -2.13977 1.25462 1.48556 -0.07 0.33 -0.12 0.33
H -2.09451 1.64137 -0.24006 0.16 -0.13 0.03 0.33
C 1.00963 0.18238 -1.30129 -0.11 0.21 -0.20 -0.79
C 1.53097 -1.02573 -0.58422 0.78 0.04 -0.66 0.12
O 2.57621 -1.01383 0.02420 -0.35 -0.25 -0.02 -0.52
H -0.08412 0.19443 -1.27000 0.57 0.04 -0.62 0.21
H 1.36735 0.11916 -2.33091 0.06 0.19 -0.06 0.36
H 1.38106 1.08654 -0.80984 0.03 -0.10 -0.22 0.24
H 0.97697 -1.96879 -0.78202 0.18 0.09 0.10 0.40

---

The following is a DFT calculation (ωB97M-V with the def2-TZVPD basis set) of C5H10O as an isolated structure.

The geometry in XYZ format:
```
16
Properties=species:S:1:pos:R:3:forces:R:3:mulliken_charge:R:1
C -0.33913 -0.22117 -1.18733 -0.10 -0.07 -0.13 -0.52
C 0.70244 -0.27856 -0.10010 0.14 -0.10 0.04 -0.12
C 0.08367 1.03571 -0.48530 0.09 0.27 -0.22 -0.14
O -0.54201 1.22049 0.77518 -0.11 0.11 0.06 -0.44
C 0.01204 -0.03545 1.24908 -0.10 -0.24 0.16 0.21
C -1.12507 -0.93104 1.70220 0.04 -0.03 0.01 -1.19
H 0.05940 -0.35125 -2.19023 -0.06 0.11 0.18 0.15
H 1.70838 0.98187 -2.77395 0.13 0.05 -0.06 0.04
H -1.32593 -0.66216 -1.05452 0.19 0.21 0.07 0.16
H 1.71822 -0.64400 -0.23860 -0.33 0.04 0.03 0.31
H 0.45059 1.93477 -0.97339 0.01 -0.32 0.07 0.35
H 2.12127 1.23367 -2.21151 0.08 -0.02 -0.12 -0.02
H 0.74893 0.13291 2.05068 -0.26 0.09 -0.22 0.32
H -1.55633 -0.53589 2.62948 0.10 -0.12 -0.14 0.34
H -0.79983 -1.96326 1.86309 0.01 0.12 0.05 0.31
H -1.91667 -0.91665 0.94521 0.17 -0.11 0.20 0.26
```
Positions in Å, forces in eV/Å.

---

16
Properties=species:S:1:pos:R:3:forces:R:3:mulliken_charge:R:1 method="wB97M-V/def2-TZVPD" smiles="CC[C@H](C)C=O"
C 0.29823 -1.70436 0.99386 -0.01 -0.12 -0.04 -1.19
C 0.36985 -0.19365 0.84719 0.06 0.00 0.08 -0.58
C -0.48952 0.37866 -0.30606 0.04 0.04 0.00 0.60
C 0.18749 0.29312 -1.67405 0.05 -0.01 -0.02 -1.38
C -0.72540 1.78894 0.16771 0.17 0.26 -0.10 -0.27
O -0.09969 2.75557 -0.19162 -0.33 -0.27 0.03 -0.50
H -0.71389 -2.00916 1.28313 0.15 -0.01 -0.08 0.33
H 0.98895 -2.05363 1.76804 -0.10 0.01 -0.13 0.35
H 0.55266 -2.20423 0.05431 -0.02 0.00 0.12 0.30
H 0.06741 0.26526 1.80082 -0.01 -0.09 -0.16 0.35
H 1.39994 0.14379 0.67550 -0.12 -0.09 0.03 0.29
H -1.46183 -0.13762 -0.33240 0.16 0.09 0.12 0.27
H 1.23152 0.61350 -1.60885 -0.14 0.00 -0.01 0.31
H -0.30505 0.93892 -2.40916 0.02 -0.10 0.17 0.35
H 0.16802 -0.73055 -2.06443 0.02 0.14 0.14 0.38
H -1.46869 1.85543 0.99602 0.05 0.16 -0.14 0.39

---

Kohn-Sham gap per entry: 10.62 10.38 10.39 10.73 eV
Relative energy (zero: lowest compared OMol25 entry of this formula, charge and spin) per entry: 25.0 46.5 75.2 9.3 kcal per mole
Electronic energy per entry: -271.71273 -271.67856 -271.63271 -271.73772 Ha